Below is 8 unconnected molecules or ions with the total composition C39H77N2O24S, with properties calculated with ωB97M-V with the def2-TZVPD basis set.

Electronic energy: -3845.3665 Ha
Highest occupied orbital energy: -11.74 eV
HOMO-LUMO gap: 8.4 eV
LUMO energy: -3.33 eV

Structure (ORCA input):
```
! RIJCOSX wB97M-V def2-TZVPD def2/J DEFGRID3
* xyz 1 1
H -5.1533 -4.7851 6.6009
O 0.1045 -3.7491 -0.9704
H -0.5346 -3.2423 -7.7275
H -0.9453 -0.1999 -0.3641
H -4.5744 -7.9845 -7.3773
C -8.0064 -2.2296 10.0314
H 1.7375 2.7736 2.0077
C 0.8362 -4.4527 -3.4655
H -2.7546 0.0553 1.3654
H -0.5308 0.6320 0.1926
H -1.9811 -3.0455 -8.7267
C -3.7577 2.0022 1.1584
H -5.0368 -6.7290 -8.5184
H -0.6486 -1.3105 7.3952
C -3.5719 3.4731 0.5946
C -1.4813 1.1979 0.0003
O -3.3153 -3.2297 5.7043
H 7.3263 8.2485 4.3465
C -2.4220 1.1409 1.2744
C 6.6519 4.9899 -3.4233
H 2.8391 4.0106 6.0351
O 4.4354 -2.1361 -10.3970
O -0.4800 4.2339 -1.7752
H 0.0905 2.9078 5.0232
H 0.7805 2.5863 0.4704
H -2.7999 -8.8003 -8.9332
H 9.7301 5.6012 -2.6761
H -0.8379 -5.4905 -2.5579
H 4.4135 4.9200 -4.7197
C 3.4592 3.5256 5.2789
H -1.7212 -1.8284 -0.2327
H -9.5837 -2.8651 12.0796
O -9.2987 -2.5817 10.0462
O -1.8152 -4.8354 -7.6629
O -3.2952 -4.5739 7.5288
C 0.9826 3.2729 1.3399
H 4.4319 3.1594 -4.8808
H 4.8154 8.1097 4.5218
C 6.8091 7.2950 4.2314
O -7.4673 -2.6821 8.8903
H -5.8410 -2.6264 7.6716
C 8.3554 5.7325 -1.0409
H -4.6946 -6.0378 7.7462
O 1.3493 2.5200 -2.4479
H 0.0033 4.4543 2.9011
H 3.1022 3.6887 -0.6308
O 6.1460 3.9408 -4.0858
O 4.7018 6.2683 3.5452
H -5.4654 -4.3726 9.4180
C -0.7690 -1.3165 -0.4054
C 0.0988 -2.9211 -1.8449
O -3.1805 -6.5188 -7.5937
C -4.3181 -5.4001 6.9453
H -4.5639 3.8486 0.2188
H -4.1625 -3.1640 9.4071
H 2.4838 0.6514 -8.6420
H -5.8539 -1.3648 8.8982
H 7.3433 6.6859 3.4984
O -0.2756 -1.6359 -1.7061
H 2.7747 -3.5698 -12.9704
C -5.2237 -3.3231 9.6002
C 4.7271 3.9911 -4.2429
C 4.3611 5.5660 4.6297
H -2.1029 -1.1227 6.3976
O 6.0278 5.9455 -3.0335
H -3.2470 4.1925 1.4175
C -1.3414 -1.8323 6.7340
C -1.6868 1.4633 2.6391
H -1.0665 0.7744 5.7923
H 2.8985 2.6928 4.8520
H -9.8689 -1.1929 11.4978
H -2.4857 -0.4058 3.8090
H 3.5546 -1.9726 -12.9155
H -0.6795 4.3441 -0.8232
H -11.0274 -2.4791 11.1301
C 3.0591 -2.7421 -12.3187
C 1.5229 4.6565 0.7088
N -1.1360 1.1366 4.8343
H -4.5321 -6.9409 5.4510
H -2.9199 -6.8621 6.1966
C 5.3743 7.5156 3.7949
H 5.3652 8.0654 2.8525
H -1.1088 4.1008 1.5235
C 2.2394 4.4228 -0.6845
H -0.6636 -4.1475 -9.2427
H -4.1585 2.1140 2.2176
H 8.9530 6.4624 -0.4921
O 4.5543 5.8798 5.7731
H 4.3735 3.1345 5.7265
H 6.8604 6.7631 5.1826
H -3.3920 -5.6672 5.0029
H -0.0441 -1.5839 0.3700
C -4.2000 -7.3433 -8.1772
H 2.7058 5.4083 -0.9997
C -2.7859 -5.4741 -8.3332
C -0.3550 -5.3883 -3.5311
N -0.8165 2.5235 3.0263
C -3.6446 -8.2076 -9.2924
C -2.8980 -3.5382 6.7934
C 3.2252 0.1162 -8.0467
H -1.1095 -5.0007 -4.2198
C 3.9733 -3.2253 -11.2095
O 4.1150 -0.5988 -8.9036
H 4.8618 -3.6818 -11.6487
O -3.2091 -5.1704 -9.4184
H -4.4133 -8.8800 -9.6769
H 7.3018 5.9389 -0.8454
S 1.1204 3.9237 -2.0537
O 2.3947 -1.9833 -9.4176
H 2.1478 -2.2948 -11.9191
H -0.0468 -6.3808 -3.8633
C -0.5432 2.2740 4.3561
C -3.7627 -6.2691 5.8341
C -1.2257 -3.7578 -8.3931
C -9.9705 -2.2531 11.2636
O 1.4914 4.7268 -3.2292
H -4.5237 1.4768 0.5239
H -0.7804 -2.2263 5.8840
H 3.8146 0.8434 -7.4896
H -1.9977 0.6487 -0.8469
O 3.7777 4.4236 4.2170
H 4.2408 3.8746 -3.2736
H 1.5976 -4.8132 -2.7695
H -1.1757 2.2332 -0.3181
O -1.9242 -2.8981 7.4673
H 1.3012 -4.3931 -4.4508
H 3.4919 -3.9851 -10.5889
C -1.8936 0.5406 3.7642
H -2.8153 3.5751 -0.2325
H 0.6324 5.3255 0.5274
H 8.5617 4.7343 -0.6468
C -6.0685 -2.4219 8.7205
C 8.6669 5.7934 -2.5238
H -3.2765 -7.6018 -10.1216
O 0.4378 -3.1158 -3.1219
O 7.9620 4.7775 -3.2510
H 2.7369 -0.5522 -7.3365
H -5.4085 -3.1359 10.6590
C 3.5348 -1.6178 -9.5550
H 2.2297 5.0978 1.4812
O -7.4287 -1.6301 10.9012
C -0.3268 3.6347 2.1819
H 8.4527 6.7793 -2.9432
*
```

Atomic partial charges in e from the Mulliken method, atoms 1 to 99:
1. H 0.255
2. O -0.566
3. H 0.176
4. H -1.059
5. H 0.284
6. C 0.752
7. H 0.262
8. C -0.160
9. H 0.530
10. H 0.501
11. H 0.329
12. C -0.780
13. H 0.308
14. H 0.392
15. C -0.796
16. C -0.819
17. O -0.576
18. H 0.370
19. C 0.687
20. C 0.786
21. H 0.343
22. O -0.353
23. O -0.549
24. H 0.499
25. H -0.217
26. H 0.288
27. H 0.292
28. H 0.348
29. H 0.311
30. C -0.731
31. H 0.316
32. H 0.294
33. O -0.345
34. O -0.243
35. O -0.318
36. C 0.467
37. H 0.210
38. H 0.310
39. C -1.093
40. O -0.375
41. H 0.205
42. C -1.055
43. H 0.374
44. O -0.594
45. H 0.355
46. H 0.381
47. O -0.371
48. O -0.272
49. H 0.207
50. C -0.146
51. C 0.677
52. O -0.343
53. C -0.083
54. H 0.410
55. H 0.251
56. H 0.290
57. H 0.308
58. H 0.276
59. O -0.260
60. H 0.357
61. C -0.999
62. C -0.304
63. C 0.685
64. H 0.207
65. O -0.563
66. H 0.255
67. C -0.774
68. C -0.238
69. H 0.254
70. H 0.184
71. H 0.292
72. H 0.589
73. H 0.300
74. H 0.334
75. H 0.229
76. C -1.084
77. C -0.951
78. N 0.154
79. H 0.395
80. H 0.327
81. C -0.224
82. H 0.300
83. H -0.113
84. C -0.883
85. H 0.305
86. H 0.319
87. H 0.362
88. O -0.548
89. H 0.338
90. H 0.322
91. H 0.323
92. H 0.377
93. C -0.176
94. H 0.493
95. C 0.698
96. C -1.145
97. N 0.431
98. C -1.098
99. C 0.796